A single C2H2FN3 molecule at a distorted geometry. Source: the OMol25 dataset; level of theory: wB97M-V/def2-TZVPD.

Calculated values
Energy relative to the best compared isomer or geometry (same formula, charge and spin) in kJ/mol: 453.7
HOMO-LUMO gap (spin up / spin down) in eV: 8.267 / 8.269
HOMO level (spin up / spin down) in eV: -8.53 / -8.53
E in a.u.: -341.353930
Net charge: 0

Last columns: bonded neighbours and bond lengths (Å).
CARTESIAN COORDINATES (ANGSTROEM)
1 F -0.3042 3.3504 -1.8136  N3 1.420
2 N 0.7668 1.6942 -0.9399  N3 1.249, C6 1.317
3 N -0.3931 2.0616 -1.2241  F1 1.420, N2 1.249
4 N 0.0216 -0.2336 -0.0100  C5 1.180, C6 1.313
5 C -1.1114 -0.5575 -0.0695  N4 1.180, H7 1.056
6 C 1.0236 0.5393 -0.3603  N2 1.317, N4 1.313, H8 1.070
7 H -2.0348 -0.6806 0.4275  C5 1.056
8 H 2.0298 0.2510 -0.1387  C6 1.070